Run one
# C5H16N2O

A 2-piece molecular cluster, C5H16N2O overall (ωB97M-V/def2-TZVPD, OMol25).

Last column: natural (NBO) charge in e.
Cartesian coordinates (Å):
C1 0.314 -1.743 -2.114  -0.60
C2 -0.251 -0.510 -1.412  -0.22
C3 -1.749 -0.735 -1.135  -0.60
C4 0.584 -0.234 -0.169  -0.22
N1 0.353 1.085 0.421  -0.66
C5 0.895 1.219 1.749  -0.07
N2 2.332 1.382 1.891  -0.86
H1 1.290 -1.531 -2.553  0.21
H2 0.454 -2.564 -1.398  0.20
H3 -0.313 -2.131 -2.911  0.21
H4 -0.198 0.370 -2.080  0.19
H5 -1.903 -1.724 -0.710  0.20
H6 -2.274 -0.717 -2.082  0.20
H7 -2.222 -0.019 -0.462  0.21
H8 0.444 -1.002 0.605  0.19
H9 1.633 -0.360 -0.481  0.17
H10 0.751 1.749 -0.229  0.36
H11 0.568 0.354 2.350  0.20
H12 0.400 2.017 2.318  0.19
H13 2.829 0.509 1.965  0.36
H14 2.761 2.004 1.225  0.36
O1 -2.122 0.644 2.023  -0.97
H15 -1.604 0.851 1.224  0.49
H16 -2.972 1.086 1.966  0.47

HOMO = -9.0 eV
E_LUMO = 1.0 eV
SMILES string = CC(C)CNCN.O
Frontier orbital gap = 9.98 eV
Net charge = 0

---

Run two
# C5H16N2O

A 2-piece molecular cluster, C5H16N2O overall (ωB97M-V/def2-TZVPD, OMol25).

Last column: natural (NBO) charge in e.
Cartesian coordinates (Å):
C1 -1.567 0.111 -2.375  -0.43
N1 -0.744 0.860 -1.510  -0.67
C2 -0.971 0.549 -0.120  -0.21
C3 -0.562 -0.865 0.240  -0.46
C4 0.802 -1.382 -0.286  -0.41
C5 1.956 -0.395 -0.122  -0.23
N2 2.386 -0.238 1.307  -0.89
H1 -2.572 -0.299 -1.926  0.19
H2 -1.077 -0.768 -2.817  0.17
H3 -1.968 0.875 -3.053  0.20
H4 0.094 1.017 -1.867  0.36
H5 -2.074 0.659 0.159  0.19
H6 -0.381 1.349 0.324  0.21
H7 -1.369 -1.660 0.251  0.21
H8 -0.366 -0.818 1.408  0.22
H9 0.524 -1.415 -1.401  0.19
H10 1.128 -2.381 0.061  0.22
H11 2.762 -0.893 -0.641  0.20
H12 1.665 0.624 -0.413  0.17
H13 3.420 -0.038 1.430  0.37
H14 1.717 0.379 1.784  0.37
O1 -1.032 1.053 2.312  -0.92
H15 -0.854 1.742 2.894  0.47
H16 -1.830 0.734 2.708  0.47

HOMO = -8.0 eV
E_LUMO = 0.5 eV
SMILES string = CNCCCCN.O
Frontier orbital gap = 8.47 eV
Net charge = 0

---

Run three
# C5H16N2O

A 2-piece molecular cluster, C5H16N2O overall (ωB97M-V/def2-TZVPD, OMol25).

Last column: natural (NBO) charge in e.
Cartesian coordinates (Å):
C1 1.290 -0.049 -2.583  -0.65
C2 0.279 -0.467 -1.489  -0.04
N1 0.344 -1.894 -1.073  -0.84
C3 0.421 0.370 -0.212  -0.41
C4 -0.089 1.812 -0.554  -0.42
C5 -1.467 1.879 0.181  -0.21
N2 -1.234 1.891 1.658  -0.84
H1 1.121 -0.638 -3.509  0.21
H2 2.329 0.021 -2.235  0.21
H3 0.918 0.908 -2.977  0.22
H4 -0.783 -0.383 -1.811  0.18
H5 -0.056 -2.416 -1.853  0.36
H6 1.346 -2.093 -0.950  0.35
H7 1.481 0.328 0.025  0.19
H8 -0.068 -0.103 0.614  0.21
H9 0.510 2.656 -0.210  0.21
H10 -0.439 1.898 -1.583  0.20
H11 -2.227 1.121 0.052  0.19
H12 -2.010 2.767 -0.185  0.18
H13 -0.359 2.312 1.922  0.35
H14 -1.285 0.933 1.957  0.35
O1 0.310 -2.795 3.527  -0.93
H15 0.275 -3.711 3.223  0.46
H16 0.545 -2.387 2.673  0.47

HOMO = -8.9 eV
E_LUMO = 0.8 eV
SMILES string = C[C@@H](N)CCCN.O
Frontier orbital gap = 9.76 eV
Net charge = 0

---

We find run one to be the most stable, with the next structure 20.2 kcal/mol higher.